[1]
DFT (ωB97M-V/def2-TZVPD) results for 5 unconnected molecules or ions with the total composition C30H45N6O3.

Geometry as ORCA input:
```
! RIJCOSX wB97M-V def2-TZVPD def2/J DEFGRID3
* xyz 0 2
C 0.6992 1.8015 -1.8718
O 1.0937 0.4946 -2.2190
C 0.1869 -0.1743 -3.0765
C 0.4048 -1.6707 -2.9557
C -0.3123 -2.3993 -1.8199
C -0.0311 -2.0236 -0.3725
O -0.5156 -0.6178 -0.1254
C -1.7611 -0.4299 -0.3423
N -2.8913 -0.2566 -0.5144
C -0.8474 -2.8996 0.5818
C -0.2827 -4.3200 0.8461
C -0.5119 -4.7787 2.3060
C -0.9642 -5.3261 -0.0724
N 1.1839 -4.3094 0.5365
O 1.5358 -4.8577 -0.5618
C 1.9734 -3.0871 0.8699
C 1.8373 -2.6839 2.3391
C 3.4425 -3.3907 0.5877
C 1.4591 -1.9606 -0.0466
H 1.3106 2.1197 -1.0300
H -0.3554 1.8417 -1.5811
H 0.8504 2.4995 -2.7027
H 0.3684 0.1351 -4.1123
H -0.8426 0.1039 -2.8230
H 0.0653 -2.1379 -3.8823
H 1.4828 -1.8378 -2.9158
H -0.0401 -3.4557 -1.8878
H -1.3934 -2.3447 -1.9821
H -0.9711 -2.3460 1.5113
H -1.8481 -3.0207 0.1608
H -1.1048 -4.0579 2.8673
H 0.4229 -4.9175 2.8345
H -1.0367 -5.7318 2.3241
H -0.4265 -6.2712 -0.0706
H -1.0405 -4.9726 -1.0971
H -1.9741 -5.4946 0.3022
H 2.4969 -1.8334 2.5110
H 0.8338 -2.3717 2.6120
H 2.1550 -3.4876 3.0003
H 4.0777 -2.7119 1.1555
H 3.6694 -4.4112 0.8945
H 3.6828 -3.2931 -0.4667
H 1.6534 -1.0062 0.4436
H 2.0298 -1.9550 -0.9699
N 6.9227 -2.0363 2.0201
C 7.9835 -1.6937 1.2274
C 7.8625 -0.3662 0.9160
C 6.6809 0.1113 1.5463
C 6.1239 -0.9432 2.2186
H 6.7540 -2.9516 2.3940
H 8.7303 -2.4185 0.9529
H 8.5436 0.2008 0.3041
H 6.2855 1.1123 1.5075
H 5.2326 -1.0063 2.8196
N -6.9535 -2.4599 -0.7115
C -5.6668 -2.0311 -0.8875
C -5.0178 -2.9707 -1.6435
C -5.9499 -4.0063 -1.9323
C -7.1367 -3.6606 -1.3431
H -7.6571 -1.9672 -0.1943
H -5.3130 -1.1045 -0.4710
H -3.9892 -2.9149 -1.9596
H -5.7707 -4.8985 -2.5089
H -8.0883 -4.1631 -1.3219
N -3.2949 5.3641 0.3398
C -1.9344 5.3595 0.2046
C -1.5211 4.0539 0.1893
C -2.6792 3.2371 0.3223
C -3.7558 4.0775 0.4134
H -3.8681 6.1861 0.3775
H -1.3813 6.2794 0.1280
H -0.5003 3.7210 0.0969
H -2.7201 2.1611 0.3451
H -4.8063 3.8680 0.5194
N 0.7590 10.0413 0.0568
C 0.0661 11.0817 0.6120
C -1.1492 10.6037 1.0221
C -1.1886 9.2191 0.7018
C 0.0037 8.9028 0.1069
H 1.6819 10.1039 -0.3305
H 0.4931 12.0679 0.6689
H -1.9233 11.1802 1.5000
H -2.0004 8.5369 0.8908
H 0.3779 7.9715 -0.2825
*
```

Its total energy is -1724.23861 hartree. The orbital gap (spin up / spin down) is 8.656 / 8.457 eV.


[2]
DFT (ωB97M-V/def2-TZVPD) results for a single C4H2FNOS molecule in a non-equilibrium geometry.

Geometry as ORCA input:
```
! RIJCOSX wB97M-V def2-TZVPD def2/J DEFGRID3
* xyz 0 1
C 1.0095 -0.2730 -0.0622
C 0.2077 0.8590 -0.0454
C -2.0509 -0.3009 0.2445
C 2.5140 -0.4882 -0.3029
H 0.7969 1.9362 -0.2004
H -1.6694 -0.5551 1.3431
N 3.6424 -0.1533 -0.4233
O -1.0933 0.7794 -0.0803
F 0.2527 -1.4266 -0.0332
S -3.6096 -0.3776 -0.4399
*
```

Its SMILES is N#C/C(F)=C/OC=S. Its total energy is -781.51088 hartree. The orbital gap is 8.351 eV.


[3]
DFT (ωB97M-V/def2-TZVPD) results for 5 unconnected molecules or ions with the total composition C28H65Cl4N2O17P4S5 in a non-equilibrium geometry.

Geometry as ORCA input:
```
! RIJCOSX wB97M-V def2-TZVPD def2/J DEFGRID3
* xyz 1 1
C 1.9898 4.4237 4.0527
C 1.6160 2.8778 4.1059
P 1.1716 2.3977 2.3829
C 2.7641 2.4930 1.4043
C 4.0872 2.1855 2.1831
N 0.3198 0.7810 2.2124
P 1.6164 -0.4759 2.5451
S 2.3247 -0.5405 4.3198
C 0.0188 0.5946 0.7042
P -0.2718 2.2165 -0.2629
O 0.7496 2.0554 -1.6029
Cl -2.1836 2.3018 -1.1035
C -0.9680 -0.6058 0.4240
C -1.3136 -0.8130 -1.0847
C -0.9691 -2.2419 -1.6006
O -1.7199 -2.9288 -2.1261
Cl 0.7581 -2.7634 -1.3633
N -2.1333 -0.6784 1.3642
P -3.2322 -1.8866 0.7997
O -4.7448 -1.5657 1.4371
Cl -2.7495 -3.7756 1.6391
C -1.6267 -0.8019 2.7514
C -2.6259 -1.2126 3.8662
C -1.9441 -2.0078 5.0672
C -1.3921 -3.4021 4.6787
Cl -0.7183 -4.1475 6.2111
C -0.9131 0.6098 3.0464
O -0.6703 0.6765 4.4233
C -2.0670 1.6589 2.7487
C -1.9427 3.0849 3.4281
C -1.6995 4.2074 2.3364
O -3.2211 3.4266 4.0126
H 1.1683 5.0755 4.4029
H 2.3894 4.7254 3.0611
H 2.8224 4.5652 4.7794
H 2.5325 2.3753 4.4903
H 0.8498 2.7425 4.8867
H 2.8188 3.5307 1.0009
H 2.6430 1.8270 0.5161
H 3.9762 1.5074 3.0520
H 4.6241 3.0957 2.5103
H 4.7716 1.6635 1.4712
H 2.7024 -0.2539 1.6397
H 1.1591 -1.7849 2.1954
H 0.9947 0.2266 0.2903
H 0.1864 1.7507 -2.3402
H -0.3680 -1.5229 0.6824
H -2.3123 -0.4746 -1.4034
H -0.5931 -0.1649 -1.6523
H -5.3396 -1.7625 0.6892
H -0.8826 -1.6430 2.7435
H -3.1083 -0.3492 4.3852
H -3.4633 -1.8657 3.5546
H -2.7871 -2.1921 5.7758
H -1.2106 -1.3952 5.6226
H -0.5472 -3.3379 3.9670
H -2.1939 -4.0872 4.3560
H -1.4635 0.9247 4.9215
H -2.2581 1.8371 1.6722
H -3.0451 1.2736 3.1216
H -1.2245 3.1448 4.2637
H -2.0966 3.9281 1.3411
H -2.2648 5.1159 2.6485
H -0.6387 4.5203 2.2807
H -3.9314 3.2135 3.3861
O 6.5588 -0.2833 -2.0774
S 6.0862 -0.6979 -3.3649
O 5.6623 0.2537 -4.3446
O 4.9167 -1.7803 -3.1584
C 3.8230 -1.4262 -2.3121
C 2.8417 -0.5125 -3.0241
C 7.2679 -1.7835 -4.0954
H 4.1826 -0.9740 -1.3833
H 3.3189 -2.3561 -2.0441
H 3.2861 0.4645 -3.2197
H 1.9466 -0.3615 -2.4170
H 2.5507 -0.9339 -3.9880
H 7.5461 -2.5424 -3.3677
H 8.1374 -1.1889 -4.3707
H 6.8289 -2.2358 -4.9819
O -2.1615 -2.3184 -7.9650
S -0.9800 -3.1250 -7.9060
O -1.0375 -4.5453 -8.0555
O -0.1872 -2.7793 -6.5532
C -0.9028 -2.8552 -5.3151
C -1.0591 -4.2853 -4.8370
C 0.2156 -2.4821 -9.0325
H -1.8729 -2.3594 -5.4018
H -0.3167 -2.2925 -4.5849
H -1.7206 -4.8499 -5.4952
H -1.4799 -4.3094 -3.8357
H -0.0953 -4.7980 -4.8309
H 0.3025 -1.4088 -8.8796
H -0.1345 -2.6915 -10.0418
H 1.1673 -2.9790 -8.8569
O 3.2588 7.1736 2.5578
S 2.7723 8.4175 2.0299
O 1.5765 8.4748 1.2466
O 3.9537 9.1379 1.2297
C 4.6309 8.4012 0.2004
C 3.8212 8.3485 -1.0811
C 2.6510 9.5915 3.3401
H 4.8844 7.3979 0.5503
H 5.5690 8.9235 0.0137
H 2.9195 7.7480 -0.9521
H 4.4097 7.9074 -1.8870
H 3.5038 9.3487 -1.3784
H 3.5815 9.5883 3.9033
H 1.8226 9.2909 3.9797
H 2.4566 10.5734 2.9145
O -6.3583 -7.6705 1.0513
S -5.6632 -6.8256 0.1299
O -6.1270 -5.5026 -0.1699
O -5.4452 -7.6205 -1.2402
C -6.5921 -8.2041 -1.8792
C -7.4068 -7.1689 -2.6304
C -3.9659 -6.7326 0.5993
H -7.2060 -8.7387 -1.1514
H -6.2098 -8.9433 -2.5831
H -7.8835 -6.4694 -1.9425
H -8.1885 -7.6514 -3.2185
H -6.7694 -6.5848 -3.2961
H -3.5898 -7.7383 0.7735
H -3.9083 -6.1472 1.5131
H -3.4084 -6.2411 -0.1953
*
```

Its total energy is -7691.27291 hartree. The orbital gap is 8.214 eV.


[4]
DFT (ωB97M-V/def2-TZVPD) results for a molecular structure, C47H68ClOP2PdSi in a non-equilibrium geometry.

Geometry as ORCA input:
```
! RIJCOSX wB97M-V def2-TZVPD def2/J DEFGRID3
* xyz -1 1
Pd -0.2039 -0.1338 0.2890
C 3.3626 -1.2171 -1.1585
Si 1.4767 -0.7350 -1.2458
C 0.7280 -2.3696 -1.9809
C 1.1750 -2.8740 -3.1957
C 0.7055 -4.0694 -3.7068
C -0.2254 -4.7992 -2.9872
C -0.6846 -4.3141 -1.7767
C -0.2340 -3.0940 -1.2739
P -0.7851 -2.4766 0.3712
C 0.0184 -3.8643 1.3433
C -0.2726 -3.7796 2.8368
C 0.3548 -4.9652 3.5640
C 1.8596 -5.0124 3.3297
C 2.1736 -5.0348 1.8373
C 1.5286 -3.8488 1.1239
C -2.5812 -3.0547 0.3848
C -3.2715 -2.3320 -0.7633
C -4.7234 -2.7857 -0.9298
C -5.4090 -3.0106 0.4240
C -4.7056 -2.2148 1.5158
C -3.2738 -2.7182 1.7125
C 1.3636 0.3575 -2.8372
C 2.3292 0.2957 -3.8379
C 2.2210 1.0227 -5.0072
C 1.1283 1.8521 -5.1961
C 0.1798 1.9625 -4.1960
C 0.2862 1.2307 -3.0151
P -0.8985 1.4969 -1.6244
C -0.7117 3.3822 -1.5156
C -1.4388 3.9209 -0.2686
C -0.4668 4.5334 0.7366
C 0.6315 3.5071 0.9686
C 1.4897 3.3273 -0.2890
C 0.7525 3.8190 -1.5303
C -2.5045 1.5002 -2.6142
C -2.7103 0.1756 -3.3375
C -3.9304 0.2478 -4.2673
C -5.0304 1.1540 -3.6981
C -4.9862 1.1450 -2.1754
C -3.6819 1.7715 -1.6723
H 3.6531 -1.8488 -1.9909
H 3.5749 -1.7630 -0.2467
H 3.9839 -0.3275 -1.1730
H 1.9130 -2.3176 -3.7544
H 1.0681 -4.4394 -4.6562
H -0.5930 -5.7432 -3.3672
H -1.3974 -4.9128 -1.2283
H -0.3920 -4.8029 0.9408
H -1.3464 -3.7811 3.0186
H 0.1354 -2.8430 3.2228
H -0.1029 -5.8904 3.2001
H 0.1491 -4.8885 4.6342
H 2.2844 -5.8955 3.8161
H 2.3135 -4.1264 3.7739
H 1.7969 -5.9644 1.3977
H 3.2559 -5.0103 1.6888
H 1.7524 -3.8992 0.0554
H 1.9336 -2.9081 1.5074
H -2.6246 -4.1355 0.2110
H -2.7215 -2.5241 -1.6904
H -3.2128 -1.2590 -0.5513
H -4.7475 -3.7116 -1.5106
H -5.2688 -2.0350 -1.5060
H -5.3779 -4.0704 0.6850
H -6.4609 -2.7185 0.3693
H -5.2519 -2.3015 2.4580
H -4.6967 -1.1612 1.2408
H -3.3042 -3.6066 2.3485
H -2.6937 -1.9488 2.2305
H 3.1963 -0.3300 -3.6946
H 2.9806 0.9446 -5.7739
H 1.0254 2.4256 -6.1081
H -0.6443 2.6453 -4.3502
H -1.1869 3.7884 -2.4180
H -1.9337 3.0796 0.2297
H -2.2010 4.6518 -0.5534
H -0.9913 4.7437 1.6719
H -0.0545 5.4806 0.3779
H 0.1224 2.5650 1.1802
H 1.2535 3.7713 1.8264
H 1.7175 2.2637 -0.4253
H 2.4384 3.8644 -0.1977
H 1.2519 3.4406 -2.4251
H 0.7871 4.9122 -1.5849
H -2.4431 2.2936 -3.3677
H -2.8583 -0.6016 -2.5922
H -1.8187 -0.0935 -3.9117
H -4.3244 -0.7612 -4.4123
H -3.6286 0.6187 -5.2501
H -6.0087 0.8211 -4.0554
H -4.8895 2.1793 -4.0464
H -5.0741 0.1145 -1.8317
H -5.8376 1.6960 -1.7699
H -3.4303 1.3742 -0.6850
H -3.8159 2.8508 -1.5681
Cl 3.8322 -3.0235 6.2742
C 3.0317 -2.0814 5.0420
C 3.7086 -1.7653 3.8693
C 3.0856 -1.0094 2.9060
C 1.7503 -0.5515 3.0605
C 1.1394 0.3044 2.1148
C 1.0933 -0.9291 4.2618
C 1.7236 -1.6539 5.2412
H 4.7239 -2.1073 3.7300
H 3.6216 -0.7349 2.0111
H 1.8462 0.8896 1.5228
H 0.2899 0.8579 2.5156
H 0.0747 -0.5984 4.4151
H 1.2215 -1.8880 6.1699
C -4.1905 1.5808 1.9445
C -2.7423 1.0950 2.2125
C -2.1301 2.0621 3.2586
O -2.0084 1.0028 1.0724
H -4.7889 1.4959 2.8497
H -4.6568 0.9834 1.1632
H -4.1863 2.6195 1.6190
H -2.8298 0.1030 2.7192
H -2.0612 3.0607 2.8313
H -1.1298 1.7442 3.5432
H -2.7460 2.0967 4.1564
*
```

Its total energy is -3467.35285 hartree. The orbital gap (spin up / spin down) is 5.844 / 5.845 eV.


Q: Which formula does entry 1 have?
A: C30H45N6O3